Computed, not measured: a molecular structure, C24H37Br2IN2O5PS2SiTi at a distorted geometry, with wB97M-V/def2-TZVPD.

Positions of all 76 atoms, in Å:
Ti1 -0.5451 0.4885 -0.2628
C1 -0.9396 -4.1006 -0.2693
C2 0.4720 -3.5990 -0.2626
N1 1.4644 -4.4606 -0.3174
C3 2.7286 -4.0066 -0.3245
C4 3.0724 -2.6809 -0.2236
C5 4.5269 -2.2789 -0.2981
O1 4.7903 -1.2448 -1.2232
C6 2.0236 -1.7437 -0.1112
C7 2.3247 -0.3651 0.1764
N2 1.4865 0.5986 0.3772
C8 2.1129 1.8540 0.6829
C9 2.8207 2.5053 -0.3240
C10 3.4128 3.7304 -0.0769
C11 3.3103 4.3100 1.1803
C12 2.6382 3.6500 2.1935
C13 2.0440 2.4179 1.9490
I1 1.1505 1.4084 3.5314
C14 0.7094 -2.2034 -0.1915
O2 -0.3125 -1.3783 -0.1847
H1 -0.9477 -5.1478 -0.5631
H2 -1.5560 -3.5127 -0.9496
H3 -1.3873 -4.0085 0.7236
H4 3.5017 -4.7573 -0.4476
H5 5.1088 -3.1773 -0.5335
H6 4.8735 -1.9215 0.6769
H7 4.3194 -1.4610 -2.0517
H8 3.3828 -0.1366 0.2754
H9 2.8633 2.0388 -1.3021
H10 3.9488 4.2339 -0.8707
H11 3.7620 5.2735 1.3780
H12 2.5746 4.0850 3.1814
Br1 -0.9328 3.8952 0.2592
C15 -0.3571 2.5265 -1.0591
Br2 -2.6854 0.3283 -1.6656
H13 0.6274 2.8709 -1.3589
H14 -1.0412 2.6472 -1.8922
C16 -2.4248 0.5049 3.8798
Si1 -2.8404 0.4759 2.0553
C17 -3.4290 -1.2388 1.6223
C18 -4.1033 1.7813 1.6600
O3 -1.4341 0.8212 1.2218
H15 -3.3201 0.2772 4.4658
H16 -2.0532 1.4821 4.1928
H17 -1.6673 -0.2448 4.1194
H18 -4.2024 -1.5540 2.3288
H19 -2.5989 -1.9464 1.6872
H20 -3.8277 -1.2855 0.6094
H21 -5.0500 1.5670 2.1637
H22 -4.2771 1.8160 0.5834
H23 -3.7502 2.7640 1.9779
C19 1.1432 1.8924 -5.8088
C20 2.3440 1.0169 -6.1188
C21 2.2018 0.2891 -7.4454
O4 2.6943 0.0632 -5.0928
P1 1.7469 -0.8272 -4.1569
S1 2.8110 -2.3748 -3.5734
S2 0.9363 0.3615 -2.7710
O5 0.6583 -1.2664 -5.2546
C22 -0.6190 -1.9171 -5.0806
C23 -1.7043 -0.8743 -5.2689
C24 -0.7681 -2.6740 -3.7750
H24 1.0280 2.6094 -6.6259
H25 1.2739 2.4355 -4.8756
H26 0.2288 1.3064 -5.7302
H27 3.2291 1.6568 -6.1634
H28 1.3089 -0.3343 -7.4416
H29 3.0688 -0.3480 -7.6198
H30 2.1267 1.0133 -8.2598
H31 -0.6498 -2.6338 -5.9059
H32 -1.6837 -0.1570 -4.4487
H33 -2.6867 -1.3512 -5.2832
H34 -1.5616 -0.3457 -6.2133
H35 -0.7419 -1.9900 -2.9268
H36 0.0143 -3.4226 -3.6547
H37 -1.7413 -3.1691 -3.7792

Properties
HOMO in eV: -5.11
Total energy in eV: -248855.90404
Relative energy (zero: lowest compared OMol25 entry of this formula, charge and spin) in kJ/mol: 12.6
Total charge: -1

Atom charges from the Löwdin analysis, given in e for atoms 1 to 8:
1 Ti 0.59
2 C -0.02
3 C -0.26
4 N 0.13
5 C -0.12
6 C -0.18
7 C -0.23
8 O -0.11